{
  "formula": "C5H22NO6",
  "method": "wB97M-V/def2-TZVPD",
  "spin_multiplicity": 1,
  "charge": -1,
  "lumo_energy_ev": 3.4122,
  "e_homo_ev": -5.20,
  "orbital_gap_ev": 8.61,
  "species": ["C", "N", "C", "C", "C", "O", "C", "H", "H", "H", "H", "H", "H", "H", "H", "H", "H", "H", "H", "H", "H", "O", "H", "H", "O", "H", "H", "O", "H", "H", "O", "H", "H", "O"],
  "xyz": [[-0.230, -1.516, 2.696], [0.139, -0.196, 2.253], [1.467, -0.124, 1.693], [1.842, 1.303, 1.336], [0.998, 1.817, 0.172], [0.818, 0.848, -0.832], [-0.617, -2.459, 1.556], [0.599, -1.917, 3.287], [-1.113, -1.483, 3.340], [-0.552, 0.306, 1.721], [2.201, -0.531, 2.391], [1.527, -0.646, 0.747], [1.618, 1.974, 2.187], [2.925, 1.399, 1.294], [0.033, 2.194, 0.555], [1.498, 2.699, -0.280], [-1.661, -2.288, 1.294], [-0.088, -2.225, 0.636], [-0.354, -3.515, 1.723], [-1.872, -0.125, -0.694], [-3.142, 0.503, -0.089], [-2.587, -0.280, -0.063], [0.131, -0.314, -2.885], [-0.425, -1.774, -2.933], [0.241, -1.181, -3.307], [-0.037, 1.107, -1.475], [-1.250, 1.931, -2.807], [-1.041, 1.094, -2.358], [2.122, -1.441, -0.783], [2.041, -1.614, -2.295], [2.284, -2.087, -1.481], [-1.748, 2.175, -1.096], [-1.774, 3.373, -0.231], [-2.352, 2.623, -0.433]]
}